# 1
112
Properties=species:S:1:pos:R:3:forces:R:3:lowdin_spin:R:1 method="wB97M-V/def2-TZVPD" charge=+1 lumo_energy_ev="-3.41 / -4.84" homo_lumo_gap_ev="7.3 / 5.9" total_energy_ev=-274371.099 spin_multiplicity=3
V -0.541367 0.162163 0.709190 2.418 1.469 -0.843 1.079
C 1.355971 2.052063 2.988248 0.277 -0.423 -0.651 -0.005
Si 1.692730 0.929911 1.461588 0.226 -0.071 0.792 -0.024
C 2.976342 1.776752 0.310450 -0.570 -0.266 0.172 -0.004
C 3.450003 3.056003 0.581396 -0.103 0.031 0.069 -0.002
C 4.516461 3.593261 -0.120314 0.125 0.068 0.005 0.000
C 5.153264 2.842662 -1.093526 -0.027 0.049 -0.009 -0.001
C 4.684596 1.576748 -1.400782 -0.008 -0.007 0.108 0.000
C 3.583115 1.057019 -0.729218 0.071 -0.289 0.084 -0.001
P 2.842318 -0.564942 -1.162837 0.202 0.533 -0.698 0.000
C 4.138538 -1.362135 -2.173251 -0.132 0.042 0.188 0.000
C 4.479674 -0.973191 -3.468545 0.057 -0.134 0.118 0.000
C 5.386376 -1.719424 -4.197449 0.027 0.076 -0.170 0.000
C 5.947463 -2.864212 -3.653017 -0.015 -0.053 0.001 0.000
C 5.624701 -3.248145 -2.361554 0.205 -0.073 -0.082 0.000
C 4.738965 -2.488804 -1.618292 -0.081 0.114 -0.043 0.000
C 1.693921 0.000427 -2.553190 0.058 -0.203 0.674 -0.003
C 1.398662 -1.126493 -3.513627 -0.159 -0.072 -0.055 0.001
C 0.110195 -1.182128 -3.815125 0.182 -0.169 0.230 0.000
C -0.430048 1.217111 -4.165822 -0.209 0.117 -0.138 0.012
C 0.870008 1.916153 -3.859806 0.147 0.136 0.066 0.000
C 1.873239 1.358241 -3.189000 0.000 0.225 -0.054 -0.001
C 2.618701 -0.668103 1.993559 -0.503 0.342 -0.062 -0.003
C 3.860939 -0.621497 2.613705 -0.034 0.015 0.015 -0.001
C 4.510663 -1.783030 2.997570 0.048 0.072 0.019 0.000
C 3.925121 -3.017176 2.766018 -0.007 -0.071 -0.054 0.000
C 2.689922 -3.088836 2.144410 -0.029 0.012 -0.017 0.000
C 2.048606 -1.919504 1.747425 0.003 0.033 0.105 0.004
P 0.396220 -1.991783 0.998116 1.027 -1.439 0.221 0.015
C 0.435324 -2.997582 -0.509603 -0.216 0.189 -0.059 0.002
C -0.750322 -2.950062 -1.242302 0.056 0.102 0.207 0.004
C -0.890173 -3.701342 -2.393626 -0.080 -0.182 -0.028 0.000
C 0.155108 -4.509941 -2.816598 -0.128 0.022 0.021 0.000
C 1.328550 -4.570251 -2.082258 0.044 -0.023 -0.073 0.000
C 1.476675 -3.814111 -0.930541 -0.065 0.068 0.050 0.000
C -0.425193 -3.095863 2.187760 -0.183 0.108 0.068 0.000
C -1.164224 -4.210439 1.805886 0.091 0.131 -0.042 -0.001
C -1.758565 -5.003282 2.772839 -0.103 -0.039 0.054 0.000
C -1.623522 -4.689812 4.114214 0.029 0.000 -0.011 -0.001
C -0.878778 -3.584988 4.497913 0.114 -0.028 0.051 0.000
C -0.281027 -2.788517 3.540638 -0.048 0.048 -0.123 -0.001
H 2.267515 2.231827 3.548507 0.234 0.061 0.130 -0.001
H 0.638611 1.583321 3.658523 -0.080 -0.133 -0.004 0.000
H 0.949135 3.015596 2.692708 -0.089 0.148 -0.099 0.000
H 2.992915 3.638225 1.366804 -0.047 0.109 0.149 0.000
H 4.874104 4.584351 0.114799 0.016 0.099 0.030 0.000
H 6.008522 3.238343 -1.618797 0.099 0.073 -0.040 0.000
H 5.187630 0.993195 -2.159034 0.011 0.013 -0.003 0.000
H 4.028153 -0.098723 -3.918189 -0.031 0.055 -0.047 0.000
H 5.647260 -1.413899 -5.200703 0.021 0.003 -0.065 0.000
H 6.628820 -3.454427 -4.246845 0.082 -0.070 0.001 0.000
H 6.059861 -4.142312 -1.941254 0.071 -0.051 0.071 0.000
H 4.502115 -2.765752 -0.599155 -0.061 -0.094 0.066 0.000
H 2.161000 -1.802599 -3.855511 0.025 -0.131 -0.139 0.000
H -0.376019 -1.901271 -4.447283 -0.071 -0.105 -0.116 0.000
H -1.264981 1.914816 -4.028196 0.087 -0.098 0.017 0.003
H 0.974156 2.906674 -4.276758 0.097 0.098 -0.033 0.000
H 2.782299 1.900915 -2.983866 0.079 0.171 -0.089 0.000
H 4.320381 0.337066 2.798208 0.150 0.158 0.076 0.000
H 5.466210 -1.725321 3.495170 0.127 0.000 0.035 0.000
H 4.424613 -3.920604 3.080190 0.045 -0.100 0.030 0.000
H 2.213071 -4.048892 1.992775 -0.001 -0.056 0.022 0.000
H -1.560634 -2.316962 -0.886735 -0.029 -0.128 -0.163 0.003
H -1.813416 -3.662473 -2.954170 -0.082 0.001 -0.037 0.000
H 0.050146 -5.097536 -3.716362 -0.005 -0.080 -0.067 0.000
H 2.128505 -5.219002 -2.405933 0.114 -0.021 -0.027 0.000
H 2.392000 -3.871734 -0.362758 0.100 0.036 0.034 0.000
H -1.268429 -4.469752 0.761739 -0.027 -0.018 -0.009 0.000
H -2.332342 -5.867462 2.476939 -0.059 -0.099 -0.044 0.000
H -2.100313 -5.303418 4.861690 -0.033 -0.106 0.100 0.000
H -0.769573 -3.344534 5.544363 0.009 0.043 0.096 0.000
H 0.294107 -1.916244 3.830779 -0.003 -0.052 0.087 0.000
C -0.518406 3.848829 -0.364075 0.031 -0.187 -0.058 0.001
C -1.640604 3.437371 0.531691 0.047 0.092 -0.110 0.002
C -2.638236 4.377951 0.874071 -0.240 -0.131 0.235 0.000
C -3.656967 4.031389 1.719990 0.286 0.047 -0.202 0.003
C -3.695620 2.729839 2.255048 0.231 -0.252 -0.113 0.000
C -4.687282 2.228826 3.132815 -0.109 -0.196 0.153 -0.003
Br -6.116020 3.348357 3.678193 0.139 -0.156 -0.042 -0.001
C -4.632507 0.937392 3.590389 -0.238 0.588 -0.061 0.000
C -3.573566 0.100454 3.227350 0.906 -0.506 -0.475 -0.003
Br -3.586887 -1.692743 3.839116 0.023 0.395 -0.130 -0.001
C -2.547802 0.541253 2.401900 -2.936 1.640 1.259 0.002
O -1.491130 -0.112457 2.042535 -1.821 -2.027 3.650 -0.011
C -2.646749 1.863201 1.869358 -0.711 -0.181 0.817 0.002
N -1.660461 2.210170 1.013774 0.436 -0.342 -0.191 0.001
H 0.224047 4.401625 0.215382 0.063 -0.013 -0.015 0.000
H -0.885207 4.514133 -1.143591 0.047 0.007 -0.065 0.000
H -0.040855 2.973463 -0.806864 0.019 0.181 0.020 0.000
H -2.593686 5.375800 0.463049 0.077 0.013 -0.055 0.000
H -4.422400 4.742434 1.988946 -0.069 0.063 -0.009 0.000
H -5.398821 0.550119 4.244281 -0.055 0.026 0.012 0.000
F 1.753688 1.382337 -6.164290 -0.205 -0.202 -0.348 -0.012
C 0.630373 0.714484 -6.465772 -0.014 0.076 -0.044 -0.014
C 0.614605 0.047086 -7.678760 0.077 -0.075 -0.015 0.085
F 1.697229 0.144866 -8.451302 -0.277 -0.009 0.273 0.024
C -0.474872 -0.752293 -8.089120 -0.014 0.546 0.677 0.008
C -1.597250 -0.721055 -7.227292 -0.058 -0.042 0.077 0.075
C -1.578476 -0.011637 -6.042286 0.104 0.137 -0.188 -0.016
F -2.666059 -0.038622 -5.257775 0.136 -0.086 -0.149 -0.012
C -0.454124 0.687622 -5.588988 -0.172 -0.026 -0.550 0.101
C -0.609342 -0.001227 -3.197620 0.348 0.115 0.083 0.003
C 0.309496 0.249998 -1.991006 0.855 -0.375 -1.374 -0.008
N 0.004419 0.584850 -0.846010 0.373 0.939 -2.784 -0.036
C -1.919970 -0.207700 -2.651951 -0.500 -0.084 0.023 0.001
N -2.841925 -0.358918 -1.989487 -0.462 -0.027 0.072 0.001
F -2.690772 -1.420594 -7.531844 0.249 0.223 0.096 0.021
C -0.420884 -1.551972 -9.258695 -0.034 0.107 0.077 0.298
C -1.472837 -2.373209 -9.681375 -0.273 -0.105 -0.016 0.032
N -2.293559 -3.081540 -10.062501 -0.333 -0.267 -0.167 0.174
C 0.738531 -1.670317 -10.034710 0.337 -0.060 -0.147 0.032
N 1.685437 -1.845596 -10.662646 0.283 -0.033 -0.287 0.174

=====

# 2
115
Properties=species:S:1:pos:R:3:forces:R:3:lowdin_spin:R:1 method="wB97M-V/def2-TZVPD" e_above_lowest_kcal_mol=39.8 lumo_energy_ev="-0.72 / -1.26" homo_lumo_gap_ev="6.6 / 6.0" total_energy_ev=-113522.794 spin_multiplicity=2
Ru -1.925324 -1.069129 0.859325 -1.811 -2.646 0.179 0.836
O -0.407973 -2.527973 0.417038 0.607 0.661 -0.347 0.045
N -0.657714 -3.824665 0.436305 -0.057 0.066 0.082 -0.003
C 0.372236 -4.667835 0.186085 0.108 -0.057 -0.050 0.001
C 0.181743 -6.017481 0.167838 -0.070 -0.059 0.009 0.000
C -1.104237 -6.519384 0.425070 0.095 0.049 -0.013 0.001
C -2.123048 -5.646657 0.687529 -0.108 0.117 0.023 -0.001
C -1.903840 -4.252354 0.689265 -0.255 -0.379 0.061 -0.001
S -3.158058 -3.123150 0.963451 0.025 0.997 -0.106 -0.005
H 1.313935 -4.173567 -0.002315 -0.018 0.050 0.042 0.000
H 1.015809 -6.670713 -0.040421 0.003 0.014 0.012 0.000
H -1.290111 -7.584665 0.414973 0.015 0.008 0.026 0.000
H -3.125391 -5.991584 0.899650 0.009 -0.001 -0.006 0.000
C 0.625779 3.144786 -6.229807 0.014 -0.019 0.074 0.000
C 0.419494 2.598890 -4.842227 0.018 -0.002 -0.031 0.000
C -0.188431 1.365410 -4.638738 -0.007 0.011 0.009 0.000
C -0.377294 0.865629 -3.355802 -0.016 0.021 -0.020 0.000
C 0.046211 1.611643 -2.270250 -0.101 -0.046 -0.113 0.000
C 0.657977 2.846058 -2.444631 -0.022 -0.001 -0.007 0.000
C 0.846502 3.324620 -3.728476 -0.016 0.004 0.003 0.000
S -0.211191 1.054132 -0.582780 0.617 0.449 0.428 0.000
O -0.235308 2.296770 0.228155 -0.134 -0.096 -0.257 0.000
C 1.399465 0.229071 -0.427295 -0.057 -0.078 -0.237 0.000
C 1.522769 -0.940057 -1.223154 -0.081 0.166 0.011 0.000
C 2.679363 -1.646839 -1.225063 0.080 -0.019 0.013 0.000
C 3.758515 -1.262554 -0.386206 0.042 -0.051 -0.085 0.000
C 4.955814 -2.017340 -0.335831 -0.066 -0.021 -0.030 0.000
C 5.956042 -1.678812 0.526835 0.023 0.079 0.098 0.000
C 5.798800 -0.571501 1.390053 0.039 -0.085 -0.052 0.000
C 4.666689 0.188635 1.341339 -0.061 0.036 -0.052 0.000
C 3.622289 -0.123339 0.433298 -0.012 0.044 0.137 0.000
C 2.418616 0.659841 0.375585 0.020 0.074 0.095 0.000
C 2.325584 1.881266 1.230064 0.058 -0.087 0.027 0.000
C 3.119950 3.025699 0.941041 -0.042 0.009 -0.188 0.000
C 3.947571 3.102147 -0.213747 -0.055 -0.061 0.095 0.000
C 4.696068 4.213785 -0.461965 0.033 0.096 0.028 0.000
C 4.655451 5.318097 0.423033 0.022 -0.045 -0.078 0.000
C 3.849786 5.282845 1.520628 -0.067 -0.043 0.061 0.000
C 3.054411 4.141586 1.806521 0.040 0.069 0.047 0.000
C 2.194678 4.103178 2.931371 -0.006 0.014 -0.041 0.000
C 1.417637 3.010224 3.178179 0.040 -0.073 0.004 0.000
C 1.508190 1.896694 2.324117 0.032 -0.114 0.013 0.000
S 0.384958 0.515604 2.653328 0.174 0.462 0.537 -0.001
O -0.391800 0.963087 3.840619 0.014 0.027 -0.249 0.000
C 1.586317 -0.658288 3.264191 0.046 -0.136 -0.003 0.000
C 2.112346 -0.468267 4.531855 0.007 0.026 -0.013 0.000
C 2.936589 -1.439713 5.073560 0.017 0.006 -0.004 0.000
C 3.233982 -2.602080 4.368228 0.019 -0.013 0.012 0.000
C 4.059253 -3.695872 4.990580 -0.020 0.051 -0.047 0.000
C 2.713567 -2.758791 3.085252 0.014 0.006 0.009 0.000
C 1.885622 -1.797284 2.529906 -0.046 0.029 0.006 0.000
H 0.122518 2.530497 -6.975018 0.005 0.010 -0.006 0.000
H 1.689000 3.174282 -6.475173 -0.008 0.001 -0.016 0.000
H 0.244166 4.163312 -6.308079 -0.004 -0.006 -0.011 0.000
H -0.525872 0.789556 -5.493278 0.002 -0.001 0.011 0.000
H -0.847075 -0.100098 -3.215491 0.026 0.002 0.001 0.000
H 0.963218 3.416235 -1.575316 -0.010 0.000 -0.011 0.000
H 1.327947 4.285327 -3.871756 -0.015 -0.003 0.001 0.000
H 0.688510 -1.251972 -1.839718 -0.004 -0.026 0.027 0.000
H 2.789640 -2.522795 -1.854978 -0.006 0.004 0.008 0.000
H 5.060234 -2.874724 -0.991092 -0.016 0.006 0.006 0.000
H 6.868403 -2.260305 0.559202 -0.010 -0.007 0.014 0.000
H 6.581061 -0.326364 2.096677 0.000 -0.004 -0.009 0.000
H 4.551210 1.031761 2.009253 0.002 -0.011 -0.005 0.000
H 3.976962 2.261732 -0.896365 0.018 0.012 -0.001 0.000
H 5.326719 4.256395 -1.341086 -0.008 -0.002 0.005 0.000
H 5.262215 6.191258 0.220627 -0.011 -0.002 -0.013 0.000
H 3.796736 6.129584 2.194818 0.014 -0.007 -0.002 0.000
H 2.150444 4.966915 3.584172 -0.002 -0.008 0.000 0.000
H 0.729285 2.961259 4.011811 -0.002 0.008 -0.007 0.000
H 1.842325 0.412998 5.100838 -0.036 -0.042 0.017 0.000
H 3.322547 -1.308727 6.076905 -0.021 -0.020 -0.005 0.000
H 4.456741 -3.389019 5.956604 0.017 -0.002 -0.012 0.000
H 4.891451 -3.977811 4.342883 0.007 -0.001 0.016 0.000
H 3.446098 -4.584945 5.148870 0.013 -0.006 0.012 0.000
H 2.942756 -3.660713 2.526194 -0.002 0.017 -0.006 0.000
H 1.454464 -1.934059 1.545561 -0.028 -0.029 0.024 0.000
N -6.583343 3.333306 -7.774734 -0.010 0.008 -0.021 0.000
C -6.056017 2.689267 -6.983656 0.128 -0.137 0.182 0.000
C -5.389662 1.881102 -5.989011 -0.108 0.136 -0.154 0.000
C -5.044584 0.566690 -6.275055 0.032 -0.082 -0.030 0.000
C -4.407099 -0.208708 -5.321990 -0.054 -0.061 -0.125 0.000
C -4.106943 0.327567 -4.079285 0.091 -0.027 0.130 0.000
C -4.448099 1.642974 -3.789644 0.007 0.088 0.030 0.000
C -5.088715 2.414925 -4.740656 0.008 0.030 0.064 0.000
N -3.430844 -0.463957 -3.106472 -0.113 -0.039 -0.149 0.000
C -2.870508 -1.716406 -3.289977 -0.014 0.024 0.026 0.000
C -2.289836 -2.052042 -2.111384 -0.004 0.153 -0.024 0.002
N -2.481824 -1.026515 -1.208052 0.412 -0.108 -0.036 0.002
C -3.164143 -0.101246 -1.829653 -0.064 0.185 0.040 0.000
H -5.275933 0.151366 -7.246081 -0.007 -0.021 0.014 0.000
H -4.160967 -1.232749 -5.561040 0.001 0.007 0.006 0.000
H -4.213437 2.080020 -2.830065 -0.002 0.023 -0.022 0.000
H -5.352601 3.439515 -4.518112 0.003 -0.010 0.021 0.000
H -2.928851 -2.263995 -4.211579 -0.008 0.052 -0.011 0.000
H -1.750235 -2.948298 -1.863102 -0.010 0.016 0.066 0.000
H -3.481394 0.819418 -1.370155 -0.018 -0.024 -0.019 0.000
N -1.851211 -1.349573 2.816827 0.555 0.232 -0.012 0.005
C -1.927618 -1.620559 3.941693 -0.025 0.039 0.146 0.017
C -2.020482 -1.942589 5.274163 0.060 -0.052 0.159 0.026
C -3.279111 -2.286153 5.838635 0.135 -0.087 -0.088 0.004
N -4.291181 -2.579455 6.307313 -0.010 0.034 -0.031 0.012
C -0.852058 -1.947807 6.084267 -0.138 0.087 -0.044 0.004
N 0.084157 -1.971984 6.758248 0.013 -0.006 -0.051 0.012
C -5.513808 2.063130 1.586927 0.013 0.033 -0.020 0.028
C -5.821998 0.757150 1.225313 -0.019 -0.050 -0.004 -0.003
C -4.808228 -0.172223 1.034401 0.026 0.096 0.036 0.020
C -3.466850 0.189248 1.194076 0.208 0.063 -0.114 -0.019
C -3.172725 1.500007 1.580023 -0.120 0.052 -0.080 0.023
C -4.188073 2.432533 1.766892 0.008 -0.039 0.027 -0.004
H -6.305660 2.785429 1.742262 0.004 -0.010 -0.003 0.002
H -6.856173 0.456674 1.105456 0.004 0.012 0.004 -0.001
H -5.070676 -1.190221 0.767825 -0.019 0.018 -0.041 0.001
H -2.147275 1.811987 1.745536 0.024 -0.023 -0.021 0.001
H -3.937988 3.442789 2.067218 -0.013 -0.005 0.002 -0.001